# C19H26ClN3O2

An isolated molecule of C19H26ClN3O2 at a distorted geometry (wB97M-V/def2-TZVPD, OMol25).

XYZ file:
```
51
Properties=species:S:1:pos:R:3:lowdin_charge:R:1
Cl 8.238 -0.534 0.776 0.655
O -1.372 1.399 0.411 0.076
O 2.490 3.105 -0.090 0.072
N 2.688 0.879 -0.631 0.139
N -3.080 -0.978 0.569 -0.193
N 0.760 2.019 -1.070 0.071
C -1.290 2.698 0.053 -0.238
C -4.466 -1.020 -1.464 -0.077
C -2.313 3.402 0.612 -0.014
C 2.021 2.083 -0.539 -0.520
C 6.612 -0.102 0.369 -0.687
C 4.869 1.539 0.263 -0.005
C -1.283 -2.662 0.688 -0.193
C 5.767 -1.055 -0.175 -0.110
C 4.006 0.593 -0.285 -0.222
C -2.782 -2.377 0.814 -0.205
C -4.409 -0.740 0.034 -0.247
C -0.173 3.101 -0.863 -0.094
C 4.471 -0.706 -0.499 -0.027
C -3.073 2.465 1.359 -0.018
C -2.456 1.260 1.208 -0.261
C 6.167 1.192 0.588 -0.097
C 0.772 -2.376 -0.751 -0.123
C -2.771 -0.113 1.699 -0.113
C -0.735 -2.175 -0.650 -0.261
H 4.517 2.543 0.430 0.100
H -1.890 -0.514 2.205 0.124
H -0.583 3.424 -1.829 0.131
H -5.172 -1.341 0.559 0.121
H -1.231 -2.711 -1.461 0.113
H 3.812 -1.449 -0.925 0.103
H -3.141 -2.704 1.806 0.124
H -0.737 -2.169 1.495 0.104
H -3.308 -2.966 0.062 0.112
H 1.142 -2.031 -1.716 0.066
H -3.710 -0.431 -1.975 0.074
H -5.445 -0.752 -1.854 0.070
H 6.832 1.927 1.011 0.106
H 2.180 0.101 -1.027 0.115
H 0.394 3.934 -0.434 0.131
H 6.120 -2.060 -0.343 0.104
H -3.594 -0.058 2.430 0.136
H -1.122 -3.737 0.793 0.115
H -2.505 4.450 0.508 0.109
H 0.343 1.118 -1.248 0.128
H -4.645 0.315 0.196 0.111
H -3.953 2.668 1.935 0.110
H -4.287 -2.070 -1.680 0.060
H 1.023 -3.431 -0.654 0.075
H 1.283 -1.835 0.044 0.066
H -0.984 -1.117 -0.750 0.086
```

Output
Structure (SMILES) = CCCCN(CC)Cc1ccc(CNC(=O)Nc2ccc(Cl)cc2)o1
HOMO = -0.3017 hartree
M = 363.889 g/mol
LUMO energy = 0.694 eV
Energy above the lowest of the compared OMol25 structures with the same formula, charge and spin = 147.24 kJ/mol